# 1
ORCA calculation (ωB97M-V/def2-TZVPD) on the ion C10H13OS with charge +1 at a distorted geometry.

Computed properties:
- Charge: +1
- Frontier orbital gap: 0.334 Eh

Last column: Mulliken charge in e.
Geometry (Å):
C -3.687 -0.570 -0.220  -0.395
C -2.690 -1.482 0.214  -0.683
C -3.402 0.759 -0.182  -0.327
C -1.409 -1.047 0.393  -0.386
C -2.184 1.221 0.185  -0.504
C -1.161 0.325 0.318  0.394
C 2.754 -0.778 0.430  -0.407
C 2.751 -0.011 -0.890  -0.480
C 2.067 0.006 1.530  -0.821
C 1.404 0.369 -1.248  -0.841
O 0.425 2.450 0.228  -0.636
S 0.496 0.989 0.317  0.958
H -4.577 -0.685 -0.759  0.399
H -2.798 -2.524 0.141  0.396
H -4.195 1.477 -0.564  0.301
H -0.691 -1.760 0.742  0.386
H -1.954 2.252 0.216  0.523
H 2.247 -1.680 0.349  0.330
H 3.838 -0.872 0.783  0.334
H 3.428 0.904 -0.807  0.295
H 3.171 -0.568 -1.786  0.313
H 1.399 -0.358 2.206  0.535
H 2.559 0.842 1.987  0.396
H 1.325 1.191 -1.814  0.517
H 0.884 -0.448 -1.769  0.404

Force components x, y, z for each atom (eV/Å):
C 1.732 -0.114 0.240
C -0.987 0.820 -1.544
C -2.382 1.541 -0.672
C 0.099 0.678 0.806
C 1.458 0.782 -0.264
C 0.870 -0.824 0.800
C 1.960 1.714 1.504
C 3.092 0.825 -0.522
C -0.413 2.179 -3.085
C -2.557 -2.327 1.811
O 0.206 -0.812 0.573
S 1.759 -0.241 -1.002
H -1.364 -1.658 -0.054
H -0.648 -1.215 0.271
H 1.178 -0.840 0.792
H 0.632 -0.250 -0.278
H 0.090 0.998 -0.074
H -0.476 -2.020 -0.296
H -1.456 -0.385 -0.498
H -0.879 -1.072 0.067
H -0.267 0.209 1.393
H -1.516 -1.968 1.843
H 0.448 0.627 -0.207
H -0.254 3.180 -2.201
H -0.327 0.171 0.597

---

# 2
ORCA calculation (ωB97M-V/def2-TZVPD) on a structure of composition C28H23Br4Cl2N6O3SZr at a distorted geometry.

Computed properties:
- Charge: -1
- Frontier orbital gap: 0.243 Eh

Last column: Mulliken charge in e.
Geometry (Å):
Zr 0.066 -0.266 0.263  0.648
C -6.358 2.298 -1.649  -1.394
C -4.847 2.425 -1.565  -0.104
N -4.360 1.819 -0.345  -0.122
C -3.022 1.691 -0.073  0.331
S -2.600 1.216 1.538  -0.589
N -2.219 1.932 -1.070  -1.340
N -0.877 1.706 -0.841  1.375
C -0.083 2.556 -1.388  1.092
C -0.546 3.774 -2.128  -1.585
C 1.367 2.290 -1.329  -0.234
C 2.293 3.129 -1.943  -0.863
C 3.630 2.775 -1.940  -0.656
C 4.007 1.585 -1.344  -1.142
C 3.030 0.808 -0.749  -0.509
N 1.748 1.164 -0.720  0.966
H -6.735 2.765 -2.560  0.380
H -6.656 1.249 -1.651  0.324
H -6.842 2.788 -0.800  0.365
H -4.372 1.921 -2.405  0.292
H -4.551 3.481 -1.627  0.174
H -4.935 1.884 0.478  0.278
H -1.627 3.835 -2.112  0.287
H -0.122 4.669 -1.665  0.351
H -0.204 3.739 -3.164  0.351
H 1.969 4.039 -2.426  0.467
H 4.364 3.415 -2.412  0.414
H 5.035 1.253 -1.334  0.472
H 3.263 -0.143 -0.287  0.703
O -2.127 -1.207 -0.068  -0.336
C -2.355 -2.483 0.498  -0.824
C -1.748 -2.553 1.878  0.734
C -2.164 -3.487 2.816  -1.104
C -1.579 -3.476 4.068  -0.263
C -0.607 -2.526 4.346  -1.008
C -0.242 -1.641 3.350  -0.341
N -0.798 -1.656 2.135  0.784
H -2.620 -0.553 0.506  -0.047
H -1.890 -3.229 -0.153  0.289
H -3.427 -2.683 0.558  0.441
H -2.940 -4.197 2.560  0.454
H -1.883 -4.192 4.822  0.407
H -0.127 -2.468 5.312  0.478
H 0.517 -0.892 3.527  0.331
Br 5.740 -0.172 4.624  -0.202
C 4.136 0.323 3.751  0.252
C 3.511 1.527 4.039  0.280
Br 4.259 2.714 5.310  -0.213
C 2.318 1.874 3.389  -0.013
Br 1.396 3.483 3.747  -0.158
C 1.737 1.029 2.443  0.639
O 0.613 1.234 1.839  -0.672
C 2.406 -0.193 2.127  -0.314
O 1.822 -0.950 1.223  -0.373
C 3.571 -0.536 2.794  -0.220
Br 4.355 -2.189 2.319  -0.179
Cl 0.681 -4.102 -0.272  -0.242
C 1.207 -3.516 -1.831  0.876
C 1.715 -4.434 -2.727  -0.698
C 2.090 -4.037 -4.003  -0.307
C 1.933 -2.706 -4.363  -0.675
C 1.418 -1.805 -3.456  0.534
Cl 1.246 -0.135 -3.943  -0.222
C 1.031 -2.134 -2.125  -0.542
N 0.485 -1.250 -1.310  -0.393
H 1.806 -5.467 -2.420  0.385
H 2.487 -4.756 -4.708  0.344
H 2.209 -2.358 -5.350  0.386

Force components x, y, z for each atom (eV/Å):
Zr -0.184 1.023 0.016
C 0.012 -0.021 0.049
C 0.014 0.028 -0.054
N -0.026 0.036 -0.027
C -0.006 -0.046 -0.015
S 0.108 -0.072 0.017
N -0.047 0.041 0.009
N 0.112 0.001 -0.042
C -0.077 0.005 -0.028
C 0.026 0.020 0.056
C 0.086 -0.054 -0.010
C -0.098 -0.011 0.028
C 0.061 -0.034 0.010
C 0.020 0.070 -0.034
C -0.046 -0.049 0.037
N -0.036 -0.001 -0.028
H 0.014 -0.001 -0.003
H -0.009 0.000 -0.001
H -0.002 0.001 -0.003
H -0.001 0.000 -0.022
H 0.015 -0.014 0.008
H -0.013 -0.014 0.009
H -0.008 -0.006 0.013
H -0.015 0.002 -0.018
H 0.003 -0.010 -0.011
H -0.006 0.005 0.001
H 0.000 0.002 0.002
H 0.000 0.003 -0.005
H -0.019 -0.003 0.008
O -0.211 0.024 0.120
C 0.100 -0.055 -0.028
C -0.042 -0.031 -0.114
C 0.010 -0.001 0.029
C 0.032 0.037 -0.009
C -0.019 -0.029 -0.011
C 0.001 0.011 -0.018
N 0.067 -0.126 -0.062
H 0.102 0.024 -0.153
H -0.007 0.105 0.038
H -0.017 -0.022 -0.026
H 0.006 0.001 0.001
H 0.002 0.003 0.005
H -0.006 -0.009 0.004
H 0.004 0.020 -0.031
Br -0.003 -0.006 -0.009
C 0.008 0.061 0.029
C 0.038 -0.024 0.003
Br -0.012 -0.010 -0.011
C -0.012 -0.033 -0.045
Br -0.014 0.007 -0.005
C 0.232 -0.011 0.170
O -0.180 -0.054 -0.096
C 0.029 -0.087 0.185
O 0.066 -0.121 0.017
C 0.005 0.050 -0.108
Br -0.003 0.002 0.007
Cl 0.106 0.028 0.069
C -0.045 0.015 0.010
C 0.024 0.003 -0.015
C 0.008 -0.078 -0.019
C -0.009 0.066 0.029
C 0.225 0.033 0.031
Cl -0.002 -0.001 -0.044
C -0.196 0.104 -0.614
N -0.185 -0.799 0.706
H 0.007 0.003 0.001
H 0.011 0.004 0.007
H -0.002 -0.007 -0.008

---

# 3
ORCA calculation (ωB97M-V/def2-TZVPD) on a structure of composition C32H32F4GaN7.

Computed properties:
- Charge: +2
- Frontier orbital gap: 0.261 Eh

Last column: Mulliken charge in e.
Geometry (Å):
Ga -0.383 -0.086 0.753  0.451
C 1.263 -2.785 2.715  -1.521
C 0.172 -1.966 3.403  -0.840
N -0.890 -1.394 2.526  0.358
C -1.919 -2.414 2.168  -0.432
C -1.402 -3.669 1.485  -1.202
C -1.574 -0.314 3.274  -1.190
C -2.641 0.380 2.426  -0.743
N -2.200 0.419 1.034  0.707
C -3.179 0.288 0.056  -0.044
C -2.956 -0.420 -1.121  0.258
F -1.722 -1.001 -1.259  -0.118
C -3.901 -0.604 -2.105  -0.048
F -3.579 -1.320 -3.182  -0.330
C -5.157 -0.054 -1.961  -0.598
C -5.408 0.681 -0.818  0.061
F -6.591 1.256 -0.650  -0.285
C -4.446 0.866 0.161  0.294
F -4.724 1.647 1.214  -0.327
H 2.190 -2.713 3.285  0.379
H 1.464 -2.419 1.713  0.586
H 1.014 -3.840 2.640  0.400
H 0.630 -1.127 3.924  0.626
H -0.316 -2.577 4.168  0.541
H -2.634 -1.932 1.506  0.193
H -2.454 -2.688 3.084  0.556
H -0.756 -3.436 0.635  0.090
H -2.257 -4.224 1.102  0.484
H -0.868 -4.329 2.164  0.358
H -0.815 0.408 3.578  0.237
H -2.031 -0.707 4.187  0.615
H -2.798 1.380 2.838  0.363
H -3.592 -0.147 2.505  0.454
H -5.923 -0.197 -2.711  0.546
N 0.831 -1.179 -0.535  0.025
C 2.240 -0.944 -0.248  -0.118
C 3.256 -1.432 -1.016  -0.445
C 4.598 -1.158 -0.677  -1.057
C 4.895 -0.409 0.426  -0.912
C 3.857 0.117 1.232  0.727
C 4.082 0.926 2.366  -0.910
C 3.018 1.435 3.061  -1.161
C 1.721 1.125 2.638  -0.134
N 1.474 0.341 1.603  1.048
C 2.520 -0.153 0.884  0.415
H 0.608 -0.998 -1.517  -0.139
H 0.601 -2.164 -0.396  0.517
H 3.039 -2.035 -1.887  0.493
H 5.391 -1.549 -1.299  0.480
H 5.923 -0.206 0.695  0.501
H 5.097 1.149 2.672  0.505
H 3.156 2.075 3.920  0.499
H 0.870 1.542 3.158  0.577
C -0.635 4.066 -0.553  -1.170
C -0.816 2.831 0.040  -0.187
N -0.045 1.775 -0.272  0.196
C 0.903 1.935 -1.201  -0.080
C 1.104 3.114 -1.901  -0.041
C 0.329 4.212 -1.537  -0.226
C 2.095 3.166 -2.997  -1.133
C 2.240 2.217 -3.919  -0.601
C 1.375 1.017 -4.036  0.473
C -0.013 1.105 -4.104  -0.290
C -0.722 -0.082 -4.085  -0.299
N -0.116 -1.271 -4.047  -0.477
C 1.212 -1.245 -4.095  -0.438
N 1.991 -0.168 -4.060  -0.442
H -1.268 4.893 -0.264  0.500
H -1.591 2.666 0.772  0.500
H 1.529 1.081 -1.422  0.722
H 0.462 5.160 -2.044  0.576
H 2.737 4.039 -3.028  0.515
H 3.043 2.283 -4.644  0.495
H -0.514 2.062 -4.158  0.518
H -1.806 -0.096 -4.100  0.582
H 1.714 -2.206 -4.158  0.520

Force components x, y, z for each atom (eV/Å):
Ga 0.130 0.295 0.193
C -0.129 -0.030 0.114
C 0.060 -0.059 -0.017
N 0.276 -0.138 -0.366
C -0.001 -0.131 -0.101
C -0.065 0.043 0.090
C -0.127 0.083 -0.027
C 0.006 -0.177 -0.011
N 0.337 -0.264 -0.036
C -0.103 0.307 -0.084
C 0.263 -0.104 0.166
F 0.082 -0.035 0.045
C -0.077 0.109 0.068
F -0.031 -0.045 0.000
C -0.052 -0.057 -0.053
C -0.033 0.028 -0.013
F -0.007 -0.005 0.016
C 0.016 0.036 0.014
F -0.032 0.014 -0.021
H -0.014 0.030 -0.006
H 0.101 0.026 -0.098
H 0.054 0.053 0.003
H 0.011 0.044 0.010
H -0.037 0.056 0.061
H -0.046 0.048 0.030
H 0.019 0.006 0.012
H -0.024 -0.055 -0.010
H 0.013 0.004 -0.035
H -0.028 0.018 -0.067
H 0.059 -0.007 0.061
H 0.050 -0.018 0.031
H -0.066 -0.014 -0.003
H 0.001 -0.042 0.028
H 0.013 0.037 -0.003
N -0.388 -0.168 0.174
C 0.060 -0.039 0.002
C -0.080 -0.079 -0.043
C 0.046 0.033 0.052
C 0.023 -0.041 -0.033
C -0.049 0.041 0.005
C 0.016 0.019 0.031
C -0.010 0.013 0.014
C 0.089 -0.041 -0.085
N -0.313 0.197 0.275
C 0.029 -0.030 -0.012
H -0.036 0.066 -0.013
H 0.041 -0.018 -0.046
H -0.005 0.013 -0.044
H -0.022 -0.016 -0.002
H -0.012 0.011 -0.010
H -0.003 -0.008 -0.022
H 0.002 -0.012 0.000
H -0.029 0.010 0.025
C -0.008 0.004 -0.028
C 0.061 0.079 -0.084
N -0.105 -0.078 -0.099
C -0.049 -0.062 -0.033
C -0.003 0.050 -0.084
C -0.023 -0.009 -0.018
C 0.004 0.013 0.035
C -0.022 -0.072 -0.040
C 0.001 0.013 0.045
C 0.014 0.035 -0.024
C -0.021 -0.009 -0.031
N 0.065 -0.014 -0.018
C -0.051 0.042 0.019
N 0.028 -0.019 0.052
H 0.019 -0.008 0.007
H -0.007 -0.048 0.010
H 0.034 0.051 -0.005
H 0.005 0.004 0.031
H 0.018 -0.027 -0.003
H -0.017 0.051 -0.001
H 0.004 -0.014 0.005
H 0.068 0.023 -0.018
H 0.007 -0.011 0.019

---

# 4
ORCA calculation (ωB97M-V/def2-TZVPD) on a structure of composition C19H42NOP3SYb at a distorted geometry.

Computed properties:
- Charge: +3
- Frontier orbital gap (spin up / spin down): 0.286 / 0.180 Eh
- 2S+1: 2

Last column: Mulliken charge in e.
Geometry (Å):
Yb 0.118 -1.241 -1.017  0.823
P -0.725 1.502 0.911  1.013
P -2.641 -0.423 -0.804  0.971
P 3.116 1.126 -0.609  0.867
H 0.446 -2.232 -7.448  0.253
C 1.466 -2.530 -7.182  -0.491
C 1.709 -3.554 -6.352  -0.474
H 0.904 -4.145 -5.902  0.265
C -1.201 3.055 0.040  -1.145
C -2.224 1.295 1.962  -1.381
C 0.389 2.259 2.171  -1.444
C -2.282 -1.850 -1.898  -1.152
C -3.916 -1.138 0.306  -1.443
C -3.530 0.721 -1.936  -1.412
C 4.258 0.481 -1.825  -0.949
C 3.583 0.912 1.102  -0.927
C 2.487 2.749 -0.992  -0.976
H 2.289 -2.021 -7.704  0.273
H 2.723 -3.939 -6.210  0.322
H -1.488 3.798 0.793  0.399
H -2.053 2.874 -0.628  0.196
H -0.337 3.436 -0.522  0.300
H -2.255 2.133 2.669  0.535
H -2.155 0.348 2.519  0.371
H -3.128 1.314 1.334  0.425
H -0.226 2.859 2.856  0.519
H 1.126 2.915 1.685  0.479
H 0.901 1.470 2.742  0.301
H -3.229 -2.346 -2.131  0.652
H -1.667 -2.640 -1.409  0.426
H -1.859 -1.553 -2.867  -0.046
H -4.905 -0.696 0.119  0.421
H -3.624 -0.939 1.347  0.347
H -3.967 -2.228 0.171  0.487
H -4.482 0.298 -2.289  0.474
H -2.875 0.928 -2.799  0.315
H -3.716 1.673 -1.412  0.406
H 5.136 1.134 -1.897  0.430
H 3.776 0.450 -2.816  0.323
H 4.608 -0.524 -1.543  0.425
H 4.603 1.316 1.265  0.415
H 3.614 -0.166 1.345  0.394
H 2.875 1.433 1.771  0.239
H 3.333 3.426 -1.218  0.514
H 1.897 3.173 -0.159  0.147
H 1.825 2.680 -1.880  0.360
C 0.912 -1.825 -3.666  0.632
C 0.868 -0.438 -3.984  0.044
C -0.143 0.045 -4.813  -0.638
C -1.168 -0.800 -5.287  -0.565
C -1.085 -2.186 -5.051  -0.546
C -0.127 -2.668 -4.160  -0.622
S 2.115 -2.395 -2.587  -0.103
H 1.951 0.338 -0.798  -0.358
H 1.672 0.215 -3.606  0.102
H -0.107 1.107 -5.082  0.543
H -1.980 -0.415 -5.918  0.448
H -1.769 -2.870 -5.579  0.343
H -0.093 -3.729 -3.903  0.392
C 0.891 -3.498 2.802  -1.224
C 0.374 -2.177 2.344  0.769
N 0.144 -1.277 3.306  -0.209
O 0.170 -1.893 1.113  -0.504
H 0.836 -3.585 3.893  0.410
H 1.949 -3.589 2.523  0.297
H 0.283 -4.298 2.374  0.331
H -0.241 -0.355 3.103  -0.034
H 0.348 -1.512 4.273  0.241

Force components x, y, z for each atom (eV/Å):
Yb -0.199 0.397 0.638
P 0.640 0.615 -0.202
P -0.483 0.005 -0.223
P -0.723 -0.460 -0.190
H 0.388 -0.005 0.169
C 0.295 -0.473 0.141
C 0.046 0.146 -0.710
H 0.304 0.194 -0.252
C 0.049 -0.170 0.070
C 0.237 -0.244 -0.091
C -0.139 -0.013 0.188
C -0.724 -0.451 -0.351
C 0.137 -0.050 0.412
C 0.142 -0.045 -0.075
C 0.450 0.085 -0.122
C 0.576 -0.117 0.416
C 0.041 0.753 -0.356
H -0.466 -0.226 0.273
H -0.322 0.249 0.103
H -0.017 -0.031 -0.211
H 0.349 0.171 0.075
H -0.422 -0.031 0.016
H -0.149 -0.208 -0.154
H -0.355 0.322 -0.132
H 0.250 -0.085 0.384
H 0.430 -0.018 -0.087
H -0.200 -0.222 0.343
H -0.016 0.388 -0.043
H 0.183 -0.183 -0.125
H -0.387 0.031 -0.237
H 0.056 -0.020 0.338
H 0.285 -0.154 0.025
H -0.320 -0.151 -0.347
H -0.075 0.335 0.011
H 0.277 0.149 0.117
H -0.274 0.004 0.268
H -0.054 -0.400 -0.236
H -0.108 -0.016 0.070
H 0.143 -0.044 0.437
H -0.265 0.312 -0.090
H -0.513 -0.120 -0.092
H -0.026 0.475 -0.141
H 0.329 -0.245 -0.416
H -0.429 -0.204 0.083
H 0.425 -0.322 -0.379
H 0.484 0.059 0.402
C -0.721 0.381 0.461
C -0.378 0.015 -0.423
C 0.092 0.494 0.487
C 0.498 -0.508 -0.446
C -0.190 0.344 0.115
C 0.395 -0.283 -0.696
S -0.172 -0.152 0.399
H 0.442 0.155 0.243
H -0.428 -0.311 -0.414
H -0.284 -0.432 0.045
H 0.503 -0.069 0.251
H 0.248 0.364 0.598
H 0.000 0.291 -0.085
C 0.051 -0.051 0.242
C -0.290 0.786 -0.158
N 0.033 -0.124 -0.569
O 0.335 -0.342 1.024
H 0.002 0.014 -0.249
H -0.309 -0.182 -0.170
H 0.289 0.024 -0.142
H 0.221 -0.500 0.044
H -0.188 0.102 -0.277

---

no.,molar mass (g/mol)
1,181.3
2,1005.3
3,660.4
4,598.6